[1]
Entry from OMol25: a molecular structure, C26H53ClO2P2PtSi2 (ωB97M-V/def2-TZVPD).

Last column: Mulliken charge in e.
Positions of all 87 atoms, in Å:
Pt (0.00398, -0.09167, -0.12467)  4.932
C (-1.39691, 0.17890, 2.21482)  -2.101
C (-2.06270, 1.31307, 1.68579)  0.994
C (-2.80659, 0.88670, 0.53788)  -0.056
Si (-1.50569, 3.03373, 2.14622)  -0.273
C (-2.51349, -0.47075, 0.28342)  -0.899
C (-1.59591, -0.95186, 1.33083)  0.627
Si (-1.34353, -2.74827, 1.85554)  0.359
H (-1.00498, 0.12016, 3.22428)  0.363
H (-3.53864, 1.49321, 0.00952)  0.569
H (-3.00346, -1.11500, -0.43930)  0.402
Cl (2.40773, -0.88813, -4.44974)  -0.198
C (-1.14701, -2.91709, 3.70398)  -1.145
C (-2.85403, -3.72780, 1.33065)  -1.203
C (-1.13785, 3.14579, 3.96902)  -1.164
C (-2.82432, 4.25369, 1.65153)  -1.070
H (-3.71260, -3.34041, 1.89482)  0.339
H (-2.71201, -4.78100, 1.60335)  0.369
H (-3.09148, -3.67038, 0.26480)  0.363
H (-0.49522, -2.14082, 4.12504)  0.135
H (-0.71992, -3.90105, 3.94386)  0.378
H (-2.13533, -2.84184, 4.17943)  0.297
H (-3.79043, 3.88929, 2.02693)  0.393
H (-2.90815, 4.41118, 0.56991)  0.261
H (-2.61040, 5.21698, 2.13456)  0.337
H (-2.04975, 2.94376, 4.54640)  0.331
H (-0.78004, 4.15383, 4.21669)  0.347
H (-0.37254, 2.41586, 4.26181)  0.280
C (0.22417, -3.27726, 0.94179)  -0.996
C (0.11110, 3.20992, 1.15093)  -1.348
P (0.39047, -2.34933, -0.61466)  -1.896
H (0.19794, -4.36563, 0.76424)  1.064
H (1.10037, -3.06307, 1.57513)  0.287
P (0.30832, 2.23766, -0.39855)  -0.788
H (0.94958, 2.90776, 1.79498)  0.455
H (0.24172, 4.28470, 0.94380)  0.951
C (1.86222, 2.90945, -1.20379)  0.994
C (-1.09314, 2.96963, -1.40160)  1.571
C (-0.96775, -3.08773, -1.66875)  1.906
C (2.02105, -2.85262, -1.34633)  1.201
C (3.14869, -1.90718, -0.92282)  -1.634
H (1.86866, -2.75523, -2.43596)  0.277
C (2.42385, -4.28008, -0.98511)  -1.530
H (2.61189, -4.35836, 0.09343)  0.277
H (3.35808, -4.51857, -1.50898)  0.476
H (1.68301, -5.03342, -1.26630)  0.350
H (2.90989, -0.85249, -1.09805)  0.077
H (4.05314, -2.14913, -1.49959)  0.493
H (3.38315, -2.03578, 0.14274)  0.343
H (-1.86849, -2.95579, -1.04890)  -0.983
C (-0.77678, -4.58147, -1.94963)  -1.814
C (-1.17681, -2.33653, -2.98184)  -1.223
H (-0.71556, -5.19567, -1.04263)  0.310
H (0.11472, -4.75899, -2.56583)  0.373
H (-1.64558, -4.93603, -2.52240)  0.456
H (-1.40169, -1.27464, -2.82149)  -0.053
H (-2.03054, -2.78314, -3.51118)  0.572
H (-0.29765, -2.42137, -3.63548)  0.289
H (-1.95592, 2.85997, -0.72729)  -0.855
C (-1.37896, 2.16026, -2.66602)  -1.586
C (-0.92078, 4.45897, -1.72781)  -1.725
H (-0.90446, 5.10278, -0.83814)  0.324
H (-1.77570, 4.77523, -2.34222)  0.439
H (-0.01127, 4.64794, -2.31241)  0.376
H (-1.53858, 1.09595, -2.44607)  0.123
H (-0.56370, 2.25502, -3.39599)  0.264
H (-2.29342, 2.55208, -3.13469)  0.546
C (3.01958, 1.91119, -1.26049)  -1.028
C (2.36378, 4.19902, -0.54732)  -1.711
H (1.54959, 3.12970, -2.23817)  0.502
H (2.66223, 4.00480, 0.49151)  0.295
H (1.63450, 5.01581, -0.56597)  0.293
H (3.25742, 4.53670, -1.08921)  0.492
H (3.19739, 1.49833, -0.26077)  0.060
H (3.93050, 2.43646, -1.58340)  0.620
H (2.83664, 1.09601, -1.96723)  -0.023
C (1.17617, -0.11846, -3.42642)  0.047
H (1.12959, -0.59525, -2.43439)  -0.778
H (1.42173, 0.94331, -3.31823)  0.183
H (0.21555, -0.22485, -3.94315)  0.420
C (2.11255, -0.59527, 3.46597)  -1.002
O (1.10994, -0.78449, 2.45264)  0.166
C (1.25367, 0.10944, 1.42714)  -0.984
O (2.14052, 0.95586, 1.53025)  -0.641
H (1.99797, 0.38814, 3.93614)  0.267
H (3.11973, -0.69274, 3.04722)  0.261
H (1.92704, -1.38165, 4.19999)  0.232

## Properties
- spin multiplicity = 5
- molecular weight (g mol⁻¹) = 746.36
- HOMO (alpha / beta) (Eh) = -0.1120 / -0.2934
- energy above the lowest of the compared OMol25 structures with the same formula, charge and spin (kJ/mol) = 56.0
- frontier orbital gap (alpha / beta) (eV) = 3.613 / 6.651

=====

[2]
Entry from OMol25: a molecular structure, C26H53CsO49S12 (ωB97M-V/def2-TZVPD).

Last column: Mulliken charge in e.
Positions of all 141 atoms, in Å:
Cs (0.22969, 0.10900, -0.25222)  -0.421
C (2.48681, -0.36438, 4.67234)  -1.415
C (2.01432, 0.41417, 3.41598)  0.919
O (1.14861, -0.35947, 2.64812)  -0.618
H (3.42947, -0.89549, 4.54033)  0.260
H (1.77361, -1.03023, 5.15824)  0.255
H (2.50214, 0.34171, 5.50258)  0.387
H (2.97836, 0.51212, 2.91685)  -0.346
H (1.71954, 1.44124, 3.63124)  -0.376
C (5.42005, -0.65129, 1.71414)  0.045
C (4.29743, -1.46703, 1.08817)  -0.139
O (4.95116, -1.80403, -0.14169)  -0.245
S (6.39776, -2.52163, 0.34290)  1.113
O (7.47939, -2.55197, -0.61985)  -0.575
O (6.05822, -3.77550, 1.09340)  -0.548
O (6.68561, -1.29239, 1.39556)  -0.424
H (5.33206, -0.64528, 2.80057)  0.271
H (5.42021, 0.38009, 1.36148)  0.166
H (3.42960, -0.84478, 0.86958)  0.074
H (3.96554, -2.39532, 1.55315)  0.220
C (4.70320, 3.25621, -3.17952)  -0.429
C (4.75448, 3.68801, -1.68851)  -0.257
O (4.46627, 2.58380, -0.87330)  -0.164
S (4.24965, 1.19930, -1.69033)  0.765
O (3.09511, 0.54035, -1.16354)  0.012
O (5.38546, 0.43511, -2.10566)  -0.514
O (3.84499, 2.12949, -3.04911)  -0.301
H (5.64218, 2.82552, -3.52728)  0.272
H (4.30632, 3.94260, -3.92749)  0.310
H (4.04598, 4.48952, -1.47946)  0.075
H (5.61989, 4.24572, -1.33057)  0.400
C (-1.54851, 4.47623, -4.55484)  -0.537
C (-2.51651, 3.45729, -3.76506)  -0.534
O (-1.74193, 2.67377, -2.85788)  0.447
S (-0.09458, 2.85747, -3.22309)  0.357
O (0.38517, 1.83194, -4.12399)  -0.414
O (0.71883, 3.18457, -2.01251)  0.036
O (-0.24483, 4.30171, -3.99073)  -0.321
H (-1.91538, 5.50242, -4.53407)  0.326
H (-1.56895, 4.07690, -5.56885)  0.353
H (-3.10596, 2.86731, -4.46690)  0.303
H (-3.25258, 3.92452, -3.11084)  0.317
C (3.76346, -5.40504, -2.21982)  -0.402
C (2.48391, -6.23440, -2.02528)  -0.378
O (1.32914, -5.38132, -1.92287)  -0.371
S (1.75200, -3.88820, -2.64715)  0.862
O (0.93372, -2.82326, -2.11989)  -0.042
O (1.86624, -4.17031, -4.08072)  -0.596
O (3.23298, -4.13609, -1.82066)  -0.152
H (4.08883, -5.39527, -3.26008)  0.319
H (4.52381, -5.74087, -1.51473)  0.345
H (2.52639, -6.81213, -1.10197)  0.240
H (2.37172, -7.05015, -2.73946)  0.246
C (1.73747, -4.03439, 3.54403)  0.327
C (0.93321, -4.10953, 2.21267)  0.529
O (0.48697, -5.45895, 2.05885)  -0.131
S (1.81698, -6.40531, 2.41971)  0.922
O (2.73030, -6.27420, 1.27563)  -0.477
O (1.64683, -7.72851, 2.94011)  -0.572
O (2.34700, -5.32718, 3.60499)  -0.479
H (1.17325, -3.83920, 4.45598)  0.217
H (2.53350, -3.29073, 3.58183)  -0.073
H (1.60193, -3.83515, 1.39681)  -0.078
H (0.10310, -3.40608, 2.14811)  -0.172
C (-4.49029, 0.74656, -1.47284)  0.625
C (-5.90184, 1.28934, -1.13751)  -0.313
O (-6.27709, 0.83785, 0.14268)  -0.488
S (-4.99367, 0.27385, 1.06029)  0.990
O (-5.30605, -0.94326, 1.74099)  -0.489
O (-4.31704, 1.41420, 1.66771)  -0.340
O (-4.26424, -0.13905, -0.43831)  -0.121
H (-3.67229, 1.45284, -1.33090)  -0.394
H (-4.43176, 0.22003, -2.42544)  0.070
H (-6.75347, 0.98752, -1.74720)  0.286
H (-5.90397, 2.37903, -1.11174)  0.269
C (-3.88229, -0.34443, -7.09030)  -0.332
C (-3.08497, -1.61149, -7.15880)  -0.369
O (-2.32157, -1.61972, -6.00121)  -0.346
S (-2.06942, -0.12191, -5.30787)  0.791
O (-1.13249, 0.64634, -6.13489)  -0.586
O (-2.00230, -0.14809, -3.80106)  0.132
O (-3.62028, 0.12389, -5.80026)  -0.364
H (-4.93274, -0.44921, -7.36173)  0.344
H (-3.47688, 0.37047, -7.80629)  0.261
H (-2.52355, -1.86955, -8.05675)  0.283
H (-3.80265, -2.38971, -6.89917)  0.250
C (-1.49768, 6.56342, 0.67899)  -0.597
C (-0.97546, 6.46035, -0.78683)  -0.385
O (-1.03981, 5.06793, -1.07393)  -0.348
S (-1.93722, 4.15302, 0.02404)  0.418
O (-1.29119, 2.85816, 0.27192)  0.712
O (-3.33012, 4.24187, -0.41846)  -0.560
O (-1.63298, 5.34871, 1.17257)  -0.257
H (-2.41593, 7.14917, 0.63643)  0.361
H (-0.78490, 7.12453, 1.28331)  0.319
H (0.03083, 6.84564, -0.95122)  0.309
H (-1.59323, 7.16042, -1.34929)  0.326
C (1.66990, 4.95776, 1.25730)  -0.077
C (2.75243, 4.15181, 1.90122)  0.069
O (2.63842, 4.38595, 3.30498)  -0.322
S (1.73524, 5.73053, 3.56233)  1.001
O (2.65536, 6.62604, 4.24077)  -0.618
O (0.48940, 5.45878, 4.23006)  -0.449
O (1.57292, 6.13161, 1.96070)  -0.347
H (0.74811, 4.41403, 1.05052)  -0.161
H (2.06685, 5.31783, 0.30815)  0.323
H (3.72828, 4.53975, 1.60910)  0.295
H (2.72561, 3.07391, 1.74146)  0.167
C (-2.35752, -5.43974, -1.24633)  -0.652
C (-2.69020, -4.85206, -2.63592)  -0.338
O (-2.94711, -3.45099, -2.46344)  -0.206
S (-2.70333, -3.04850, -0.87786)  -0.596
O (-4.03026, -3.15328, -0.26181)  -0.494
O (-1.89330, -1.81496, -0.67862)  0.955
O (-1.69745, -4.38974, -0.72964)  0.224
H (-1.63988, -6.25379, -1.14436)  0.364
H (-3.30532, -5.71774, -0.78536)  0.280
H (-3.60645, -5.34770, -2.95673)  0.336
H (-1.85380, -4.94449, -3.32874)  0.293
C (-0.92047, 2.57139, 3.97994)  0.621
C (-1.52221, 1.19644, 3.82533)  0.119
O (-2.62235, 1.17425, 4.77135)  -0.415
S (-3.22434, 2.69951, 5.17016)  1.008
O (-3.08154, 2.82310, 6.60029)  -0.576
O (-4.53477, 3.06206, 4.62063)  -0.535
O (-2.00875, 3.42859, 4.30066)  -0.346
H (-0.51276, 2.93160, 3.03541)  -0.374
H (-0.15421, 2.53067, 4.75408)  0.389
H (-0.77792, 0.41549, 3.98111)  -0.043
H (-1.80019, 1.00412, 2.78907)  0.135
C (-1.91094, -2.06824, 3.44038)  1.184
C (-2.16901, -3.01621, 4.65058)  -0.664
O (-2.13883, -4.29009, 4.19575)  -0.403
S (-2.94677, -4.36973, 2.70798)  1.151
O (-4.36601, -4.17112, 2.92856)  -0.636
O (-2.43692, -5.41148, 1.79091)  -0.442
O (-2.33922, -2.87054, 2.28813)  -0.142
H (-0.87080, -1.74281, 3.42305)  -0.542
H (-2.47535, -1.14578, 3.57679)  -0.009
H (-3.14369, -2.72119, 5.03925)  0.367
H (-1.40289, -2.82679, 5.40245)  0.457

## Properties
- spin multiplicity = 1
- molecular weight (g mol⁻¹) = 1667.37
- HOMO (Eh) = -0.2667
- frontier orbital gap (eV) = 6.715